Record 1
Entry from the Open Molecules 2025 dataset: a molecular structure, C15H43O17Y at a distorted geometry (the ωB97M-V functional and the def2-TZVPD basis).

```
76
Properties=species:S:1:pos:R:3:mulliken_charge:R:1
Y -0.065 -2.594 3.899 1.84
O -0.040 -0.317 -0.072 0.60
C 0.100 -0.148 1.272 -0.22
O -0.059 -1.192 2.010 0.11
O 0.351 0.979 1.680 -0.64
H -0.049 0.632 -0.334 -0.49
C 0.884 -3.751 -1.593 -0.31
C -0.371 -4.306 -1.000 -0.42
O -0.061 -5.063 0.203 -0.59
O 1.386 -2.764 -0.685 -0.08
H 0.670 -3.314 -2.569 0.28
H 1.615 -4.555 -1.656 0.37
H -0.951 -4.937 -1.678 0.38
H -1.116 -3.577 -0.673 -0.01
H 0.008 -6.001 -0.004 0.30
H 0.672 -2.156 -0.448 -0.08
C 4.119 -0.274 -2.194 -0.64
C 3.373 0.162 -0.926 0.14
O 3.474 -0.835 0.082 -0.52
O 3.563 -1.479 -2.696 -0.48
H 5.166 -0.464 -1.951 0.33
H 4.134 0.513 -2.957 0.36
H 2.315 0.292 -1.181 -0.25
H 3.774 1.110 -0.567 0.44
H 2.794 -1.501 -0.061 0.25
H 2.645 -1.262 -2.905 0.29
C 2.576 -3.632 2.077 -0.17
C 3.023 -2.277 2.628 -0.20
O 2.258 -1.915 3.832 -0.53
O 1.147 -3.790 2.223 -0.33
H 3.060 -4.424 2.656 0.45
H 2.843 -3.778 1.031 0.26
H 2.866 -1.493 1.884 0.27
H 4.089 -2.310 2.846 0.42
H 2.510 -1.044 4.180 0.36
H 0.821 -4.474 1.570 0.35
C -3.270 1.687 2.130 0.24
C -2.523 2.600 3.112 -0.28
O -2.936 2.385 4.445 -0.57
O -4.581 2.153 1.853 -0.52
H -3.353 0.670 2.539 0.08
H -2.716 1.737 1.190 0.00
H -2.721 3.625 2.789 0.42
H -1.448 2.434 3.026 0.00
H -3.500 3.082 4.786 0.35
H -4.973 2.395 2.702 0.31
C -1.733 2.509 -3.403 -0.59
C -0.751 1.882 -2.411 0.04
O 0.092 2.854 -1.782 -0.46
O -1.087 2.888 -4.589 -0.53
H -2.264 3.339 -2.925 0.37
H -2.511 1.777 -3.628 0.26
H -0.078 1.149 -2.861 0.31
H -1.230 1.323 -1.589 -0.12
H -0.528 3.420 -1.300 0.33
H -0.461 3.593 -4.392 0.34
C 0.990 5.771 0.785 -0.73
C 1.119 4.275 1.022 -0.15
O -0.156 3.669 1.165 -0.39
O 0.422 6.462 1.879 -0.51
H 0.384 5.927 -0.109 0.28
H 1.956 6.218 0.539 0.37
H 1.666 4.135 1.965 0.46
H 1.743 3.843 0.231 0.09
H 0.036 2.805 1.547 0.41
H 0.893 6.273 2.694 0.31
C -3.672 -2.459 -2.001 -1.05
C -2.623 -1.346 -2.018 0.77
O -1.578 -1.589 -2.939 -0.54
O -3.388 -3.463 -1.022 -0.48
H -3.807 -2.942 -2.969 0.44
H -4.654 -2.012 -1.805 0.36
H -2.259 -1.173 -0.995 -0.32
H -3.139 -0.430 -2.316 0.31
H -1.521 -2.540 -3.080 0.28
H -3.362 -2.988 -0.186 0.32
```

Its charge is +2. The total energy comes out at -1914.0418 a.u. Its relative energy (zero: lowest compared OMol25 entry of this formula, charge and spin) is 543.5 kJ/mol. The spin multiplicity is 1. For the orbital gap, the calculation gives 3.470 eV.



Record 2
Entry from the Open Molecules 2025 dataset: a molecular structure, C15H43O7PdS6 at a distorted geometry (the ωB97M-V functional and the def2-TZVPD basis).

```
72
Properties=species:S:1:pos:R:3:mulliken_charge:R:1
Pd -0.025 0.061 -0.435 0.98
C -1.458 3.872 1.361 -1.47
C -0.536 2.691 1.667 0.63
C -0.658 2.361 3.170 -1.30
O -0.773 1.616 0.842 0.36
H -1.433 4.142 0.302 0.29
H -1.221 4.794 1.899 0.37
H -2.504 3.621 1.572 0.30
H 0.520 3.025 1.528 -0.43
H 0.010 3.028 3.727 0.36
H -0.237 1.381 3.386 0.18
H -1.689 2.390 3.520 0.30
C -1.314 -3.648 -2.107 -0.50
S 0.378 -3.117 -2.288 0.36
O 0.520 -1.883 -1.485 -0.64
C 1.101 -4.387 -1.252 -0.79
H -1.952 -3.085 -2.790 0.14
H -1.648 -3.504 -1.079 -0.04
H -1.405 -4.705 -2.361 0.51
H 2.174 -4.351 -1.437 0.30
H 0.755 -5.388 -1.503 0.43
H 0.889 -4.136 -0.214 0.07
C 2.680 3.432 -0.798 -0.61
S 1.726 2.663 -2.112 0.23
O 1.537 1.233 -1.730 -0.52
C 0.175 3.496 -1.780 -0.25
H 2.125 3.344 0.137 -0.08
H 2.854 4.466 -1.086 0.48
H 3.607 2.870 -0.702 0.26
H 0.341 4.491 -1.374 0.53
H -0.321 2.900 -1.004 -0.50
H -0.407 3.483 -2.695 0.33
C -3.791 0.699 0.494 -0.49
S -3.392 -0.990 0.058 0.43
O -2.050 -0.864 -0.564 -0.25
C -3.235 -1.631 1.717 -0.59
H -2.829 1.159 0.759 -0.38
H -4.488 0.730 1.330 0.49
H -4.228 1.166 -0.385 0.36
H -4.136 -2.206 1.944 0.54
H -3.087 -0.854 2.462 0.25
H -2.420 -2.350 1.742 -0.18
C 4.145 -1.979 0.345 -0.91
S 3.683 -0.278 0.058 0.38
O 2.245 -0.200 0.384 -0.06
C 4.586 0.442 1.420 -1.00
H 3.879 -2.540 -0.548 0.21
H 3.647 -2.385 1.224 0.19
H 5.228 -2.073 0.452 0.46
H 4.300 0.063 2.401 0.30
H 4.425 1.518 1.377 0.26
H 5.649 0.229 1.291 0.45
C 0.240 -3.121 3.296 -1.07
S -0.064 -1.413 2.860 0.25
O -0.041 -1.330 1.379 -0.02
C 1.543 -0.824 3.408 -0.90
H 1.170 -3.493 2.872 0.25
H -0.605 -3.732 2.977 0.35
H 0.239 -3.170 4.387 0.46
H 2.303 -1.357 2.843 0.03
H 1.661 -0.923 4.485 0.58
H 1.586 0.222 3.114 0.22
C -1.329 1.360 -5.002 -1.07
S -1.187 -0.051 -3.902 0.41
O -0.879 0.546 -2.586 -0.38
C -2.925 -0.505 -3.864 -0.60
H -2.072 2.069 -4.648 0.32
H -1.512 1.029 -6.024 0.41
H -0.334 1.808 -4.959 0.36
H -3.094 -1.149 -4.728 0.44
H -3.594 0.345 -3.778 0.38
H -3.048 -1.124 -2.970 -0.15
```

Its charge is +1. The total energy comes out at -3640.5561 a.u. Its relative energy (zero: lowest compared OMol25 entry of this formula, charge and spin) is 0.0 kJ/mol. The spin multiplicity is 3. For the orbital gap (alpha / beta), the calculation gives 8.424 / 7.539 eV.